(1)
122
Properties=species:S:1:pos:R:3:forces:R:3 method="wB97M-V/def2-TZVPD" fmax_ev_per_a=5.2 total_charge=-2 relative_energy_ev=6.521 e_lumo_ev=2.99 homo_ha=-0.1367 homo_lumo_gap_ev=6.707
C 0.479648 -0.707683 -1.219734 -2.320 3.135 1.403
C 0.850448 -1.334143 -0.020664 0.586 -2.541 -2.713
C 0.196468 -0.924183 1.289456 1.067 2.595 4.190
O 0.750828 -1.050443 2.474426 0.396 -1.813 -2.297
C -0.894002 -0.043433 1.355066 -0.394 0.315 -3.800
C -1.423862 0.597677 0.115466 3.292 -2.992 1.552
C -0.455372 0.473907 -1.197924 1.162 -1.218 -0.344
O -0.517542 1.296687 -2.137334 -0.571 -0.547 1.017
O -2.513552 1.091797 0.094126 -2.094 1.993 -0.860
O 1.658968 -2.329673 -0.200204 -0.530 0.965 2.233
H 1.004928 -0.963363 -2.128094 0.000 0.092 -0.034
H -1.302972 0.232687 2.315736 -0.065 -0.062 0.000
C -2.355282 -4.937913 1.242476 2.315 0.818 1.290
C -0.989292 -4.601793 0.656136 0.956 2.280 1.837
O -0.988942 -4.807223 -0.716644 -2.576 -1.786 -1.461
S -2.017602 -6.119093 -0.981054 2.190 -1.444 -1.227
O -1.062462 -7.254863 -1.239034 -3.489 3.015 1.183
O -3.106882 -5.859803 -1.925814 2.244 -0.210 2.119
O -2.613202 -6.104633 0.604666 -1.358 -2.881 -3.950
H -3.022522 -4.078203 1.180956 -0.582 -0.456 -0.398
H -2.257212 -5.310853 2.261986 0.071 0.894 0.372
H -0.181082 -5.181913 1.101516 -0.088 -0.132 0.173
H -0.809912 -3.535503 0.793746 0.422 -0.005 0.093
C 4.029278 -5.128373 -0.778124 -0.126 -0.048 -0.578
C 2.605048 -5.621963 -0.829444 1.224 0.872 -1.393
O 2.719768 -6.729263 -1.813684 -0.021 -0.355 -0.599
S 3.898388 -6.472083 -2.986584 1.609 -0.370 2.005
O 3.426828 -5.989193 -4.255444 -0.201 -0.457 1.388
O 4.885518 -7.577323 -3.022224 -2.718 2.149 0.435
O 4.519648 -5.237933 -2.147224 -0.010 -0.055 -0.524
H 4.662338 -5.747653 -0.142644 0.044 0.238 0.080
H 3.979598 -4.073783 -0.507074 0.573 -0.039 -0.018
H 1.984538 -4.807483 -1.203194 -0.230 -0.289 -0.429
H 2.294018 -5.770883 0.204576 -0.250 -1.474 -0.356
C -0.435752 3.975567 1.729986 1.268 -1.926 0.962
C 0.908538 3.736447 0.998826 -1.909 0.645 0.709
O 1.035318 5.044187 0.362156 1.722 1.130 0.570
S 0.900278 6.229567 1.520206 0.593 -0.836 1.457
O 0.436338 7.518627 0.956376 1.075 -3.786 1.284
O 2.071228 6.216857 2.481416 -3.876 0.035 -3.214
O -0.379712 5.311977 2.234826 0.755 1.486 -0.725
H -0.377802 3.283987 2.570496 -0.044 0.288 0.606
H -1.323842 3.566277 1.248446 -0.333 1.401 -0.768
H 0.891908 2.912657 0.285246 -0.152 0.540 -0.464
H 1.596948 3.445907 1.792416 0.867 0.898 -0.423
C -4.728702 -2.320293 -0.362524 0.812 1.233 1.623
C -4.689982 -0.745193 -0.335504 0.569 -1.243 -0.941
O -5.935142 -0.373973 -0.891224 -3.350 -0.429 -0.363
S -6.881772 -1.700203 -1.277424 -1.710 0.005 -1.118
O -7.462902 -1.602093 -2.666404 1.602 0.110 4.925
O -7.684662 -2.178323 -0.103814 1.966 1.780 -3.268
O -5.604442 -2.603673 -1.403734 -0.353 -1.230 -1.334
H -5.166242 -2.734663 0.545746 0.192 0.065 0.271
H -3.740612 -2.747933 -0.532544 -0.241 0.014 -0.341
H -4.005502 -0.391933 -1.106744 0.508 -0.049 0.531
H -4.509702 -0.256223 0.621836 -0.067 -0.284 -0.101
C -1.596562 0.553197 -5.431754 -0.444 1.217 0.728
C -2.534822 0.028217 -4.323874 0.881 -0.328 -0.983
O -3.824032 0.050717 -4.993684 -0.739 0.512 0.010
S -4.061272 1.495807 -5.780694 0.511 -1.152 1.935
O -4.503442 2.452697 -4.705124 1.542 -2.239 -3.815
O -4.833692 1.286177 -7.025704 2.067 0.778 3.241
O -2.400962 1.525217 -6.115594 -2.396 1.691 -0.871
H -1.215352 -0.145033 -6.176914 -0.362 -0.322 0.226
H -0.776572 1.163447 -5.053184 0.119 -0.508 0.323
H -2.458332 0.576297 -3.384804 -0.430 0.616 -0.303
H -2.223552 -0.981983 -4.057964 -0.672 -0.273 -0.313
C -4.821612 3.150207 0.951316 -1.153 -1.088 0.925
C -4.461582 3.222137 -0.474084 2.654 -1.080 -0.285
O -4.793772 4.474107 -0.906104 -1.204 3.673 -0.475
S -4.552882 5.604437 0.281726 0.000 0.131 -0.731
O -5.644012 6.582807 0.243416 2.159 -2.120 0.252
O -3.161952 6.099017 0.237266 -3.132 -1.549 0.454
O -4.854072 4.464887 1.472266 1.219 2.599 -0.652
H -4.055062 2.526517 1.411226 -0.354 0.056 0.541
H -5.849232 2.821347 1.106076 0.122 -0.593 0.092
H -4.808982 2.410647 -1.113524 -0.458 0.362 0.035
H -3.372842 3.174517 -0.496054 0.195 -0.381 -0.307
C -0.186322 4.794467 -2.694464 -0.661 -2.562 -0.997
C -0.709352 3.969397 -3.905294 -1.979 0.679 1.038
O -0.864912 5.024727 -4.904214 0.722 1.033 -0.465
S 0.166648 6.278007 -4.618064 -0.442 -1.452 2.269
O -0.515662 7.433437 -4.091814 0.244 -1.109 -1.119
O 1.143868 6.398497 -5.642394 -0.385 -0.009 0.025
O 0.843568 5.505887 -3.342584 0.643 1.600 -0.206
H 0.107618 4.121287 -1.889144 0.846 0.300 -0.244
H -1.002952 5.391137 -2.288034 0.146 0.493 -0.268
H -1.702972 3.604147 -3.645664 -0.355 0.332 -0.181
H -0.265212 3.063197 -4.317184 1.160 0.640 0.211
C 2.741988 -3.538493 4.114276 0.459 1.984 -1.081
C 2.421758 -3.905083 2.633746 -0.223 0.984 1.374
O 3.049358 -5.126103 2.504226 2.525 -3.320 0.236
S 4.341568 -5.432033 3.509216 1.520 1.169 -1.283
O 5.592538 -5.338713 2.736076 -2.704 0.666 1.501
O 4.231198 -6.652553 4.256466 -1.001 1.104 -0.309
O 4.052458 -4.056213 4.459086 -0.093 -2.807 -1.588
H 1.950928 -3.782673 4.823296 0.366 -0.126 0.085
H 3.021998 -2.487233 4.046876 -1.026 0.263 0.640
H 2.790838 -3.150783 1.938826 0.000 -0.110 -0.073
H 1.374048 -4.104493 2.408676 0.001 0.464 0.339
C 3.578758 0.786207 -0.390224 0.786 1.922 -0.697
C 3.642648 0.337507 1.096656 -0.886 -0.756 -2.178
O 4.832468 0.927007 1.546446 0.905 0.095 3.839
S 5.157468 2.381537 1.002106 0.469 -0.347 -2.492
O 6.626208 2.612837 1.025826 -4.234 -0.794 0.010
O 4.224618 3.435997 1.388856 1.624 -1.998 -0.297
O 4.690418 1.713137 -0.446914 1.306 2.805 -0.738
H 2.710568 1.348277 -0.734354 -0.437 -0.120 0.726
H 3.811078 0.183327 -1.268104 -0.042 -1.072 0.782
H 3.769328 -0.745103 1.092806 -0.032 0.120 0.567
H 2.716938 0.636227 1.588516 0.338 0.027 0.488
C 3.774088 0.394357 5.229446 -1.239 -0.476 -0.417
C 2.581658 1.291127 4.838636 1.227 -0.575 1.250
O 3.313128 2.477127 4.475376 -0.221 1.583 -0.594
S 4.523268 2.851247 5.523986 -0.862 -1.373 -1.173
O 3.988038 3.571857 6.685236 1.560 -1.228 -2.418
O 5.699468 3.244407 4.738106 -2.730 -0.325 2.161
O 4.660328 1.272267 5.891806 1.212 0.483 1.337
H 4.268128 -0.111563 4.399946 0.117 0.651 -0.486
H 3.462848 -0.456073 5.836076 0.085 0.424 0.784
H 1.935198 1.510887 5.688276 0.234 0.091 0.339
H 1.906628 0.812567 4.129116 0.509 0.613 -0.992

---

(2)
67
Properties=species:S:1:pos:R:3:forces:R:3 method="wB97M-V/def2-TZVPD" multiplicity=5 s2=6.01 fmax_ev_per_a=1.3 relative_energy_ev=0.688 e_lumo_ev="-0.16 / -0.34" homo_ha="-0.2710 / -0.2711" homo_lumo_gap_ev="7.212 / 7.033"
Fe -0.098828 -0.256744 -0.294504 -1.061 0.662 -0.102
N -2.582538 3.380061 0.364616 0.041 -0.085 -0.097
C -1.543995 2.556472 0.028300 0.047 0.407 0.360
S -1.781809 1.393892 -1.221056 -0.094 0.042 -0.046
N -0.430628 2.748019 0.705822 0.035 -0.611 -0.463
N 0.471275 1.774389 0.339530 0.238 0.371 0.174
C 1.679918 2.124010 0.151231 0.087 -0.240 -0.039
C 2.608735 1.079155 -0.326524 -0.192 0.338 0.197
C 3.981448 1.257864 -0.333461 0.103 -0.114 -0.037
C 4.782140 0.201551 -0.741686 0.016 0.115 0.032
C 4.187314 -0.991318 -1.114270 -0.074 -0.082 -0.024
C 2.802652 -1.079180 -1.092515 0.119 0.132 -0.087
N 2.032158 -0.056393 -0.734826 0.168 -0.150 -0.111
H -3.307716 3.505462 -0.318548 -0.005 -0.019 0.003
H -2.344919 4.171365 0.940308 -0.011 0.020 -0.010
H 2.005794 3.151912 0.289369 0.024 -0.033 0.022
H 4.404092 2.197759 -0.005789 0.011 -0.006 -0.002
H 5.858936 0.309291 -0.755570 -0.003 -0.022 0.006
H 4.777709 -1.844616 -1.417435 -0.005 -0.006 -0.005
H 2.291023 -1.992843 -1.367152 -0.016 -0.035 -0.016
N -3.558151 -3.015841 -0.233434 0.061 -0.002 -0.062
C -2.980177 -1.853923 0.162812 0.004 0.109 0.099
N -1.950627 -1.524608 -0.557802 0.228 -0.604 -0.588
C -1.831716 -2.540136 -1.511121 0.000 0.254 -0.011
C -0.908620 -2.701148 -2.541233 0.110 -0.001 -0.004
C -1.008956 -3.827258 -3.327675 -0.145 -0.119 0.034
C -2.017399 -4.783316 -3.105013 0.040 0.085 -0.053
C -2.948360 -4.628920 -2.098620 0.052 0.048 0.016
C -2.831241 -3.485034 -1.315592 -0.223 -0.109 0.116
H -4.358003 -3.446404 0.193098 0.009 -0.007 0.001
H -3.368359 -1.271020 0.983242 0.035 -0.015 0.029
H -0.120023 -1.977906 -2.716800 -0.036 0.047 0.049
H -0.295242 -3.989205 -4.124249 -0.013 0.001 0.008
H -2.063711 -5.659569 -3.738837 -0.041 0.081 -0.022
H -3.720799 -5.366725 -1.926999 -0.020 0.004 0.006
C 0.339666 -7.418915 -3.229307 -0.013 -0.031 -0.015
C 1.153544 -6.484274 -2.375381 -0.029 -0.043 0.016
C 2.017296 -5.575647 -2.974066 0.017 -0.010 0.105
C 2.753960 -4.699728 -2.191459 0.033 0.070 -0.076
C 2.654129 -4.735185 -0.812617 0.050 -0.076 -0.042
C 1.799474 -5.650216 -0.203865 -0.044 -0.052 0.021
N 1.717038 -5.740813 1.195468 0.101 -0.039 0.070
C 2.063881 -4.729786 2.095266 -0.145 -0.127 -0.124
C 2.882316 -5.057383 3.177671 0.040 0.035 0.075
C 3.228181 -4.111453 4.126424 -0.024 -0.009 -0.037
C 2.783118 -2.802921 3.995843 0.005 -0.026 -0.007
C 1.968235 -2.474033 2.925638 0.031 0.047 -0.025
C 1.574562 -3.418604 1.980797 0.068 0.027 -0.002
C 0.556741 -3.026272 0.937345 -0.193 0.260 -0.035
O -0.126979 -3.869101 0.383982 -0.178 -0.003 0.076
O 0.464282 -1.747392 0.727242 0.596 -0.533 0.637
C 1.024158 -6.515853 -0.983050 -0.052 0.019 -0.064
C 0.024343 -7.436898 -0.338326 -0.001 -0.002 0.006
H 0.622873 -7.331940 -4.277642 0.012 0.008 -0.013
H -0.728836 -7.201142 -3.152652 0.091 -0.037 0.041
H 0.472609 -8.459657 -2.927821 0.024 -0.006 0.004
H 2.108999 -5.555074 -4.053038 0.013 0.001 -0.016
H 3.429231 -3.997902 -2.668553 0.009 0.014 0.018
H 3.248772 -4.070273 -0.197450 0.005 -0.012 0.019
H 1.776410 -6.675343 1.562987 0.071 0.026 0.026
H 3.256322 -6.071350 3.261137 0.008 -0.005 -0.017
H 3.861760 -4.395251 4.957118 0.002 0.002 0.007
H 3.062278 -2.051877 4.722566 -0.008 0.007 0.004
H 1.593864 -1.465576 2.812637 -0.010 0.000 -0.008
H -0.219857 -7.102676 0.667892 0.008 0.032 0.004
H 0.384212 -8.469336 -0.284554 0.021 0.005 0.015
H -0.905861 -7.454325 -0.906950 0.007 0.004 -0.032

---

(3)
14
Properties=species:S:1:pos:R:3:forces:R:3 method="wB97M-V/def2-TZVPD" fmax_ev_per_a=1.0 relative_energy_ev=4.652 e_lumo_ev=-0.09 homo_ha=-0.3325 homo_lumo_gap_ev=8.952
C -1.918226 -0.590543 -0.098498 -0.115 -0.131 -0.021
C -0.910088 0.520930 -0.236059 -0.071 -0.261 -0.170
O -0.142880 0.789645 0.944828 0.071 -0.022 0.351
C 1.010151 0.817198 0.086440 0.035 0.812 -0.572
C 1.867723 -0.399933 0.248113 -0.075 -0.942 -0.218
C 0.266611 0.494930 -1.173603 -0.375 0.343 0.155
H -2.651982 -0.357643 0.676661 0.102 0.053 -0.055
H -1.424887 -1.523689 0.170926 0.031 0.017 0.002
H -2.441697 -0.734400 -1.042834 0.001 0.007 -0.023
H -1.417135 1.449310 -0.564763 0.076 0.077 -0.113
H 1.583397 1.742374 0.159934 -0.042 0.024 -0.038
H 2.776602 -0.380969 -0.330901 0.336 0.425 -0.104
H 2.059273 -0.550377 1.288629 0.251 -0.133 0.679
H 1.343140 -1.276831 -0.128879 -0.225 -0.270 0.129